Entry 1:
ORCA calculation (ωB97M-V with the def2-TZVPD basis set) on a 10-piece molecular cluster, C28H46F6O26PS4 overall in a non-equilibrium geometry.

The orbital gap is 10.272 eV. Its net charge is -1. For the highest occupied orbital energy, the calculation gives -8.4 eV.

Structure (XYZ):
```
111
Properties=species:S:1:pos:R:3:forces:R:3
P -0.59742 -0.16723 -0.79240 2.02 -1.27 -0.26
F 0.89845 -0.37750 -0.14453 0.05 0.65 0.20
F 0.11715 -0.05604 -2.23963 -0.21 0.31 -0.06
F -0.59012 -1.81293 -0.94195 -0.52 0.05 0.18
F -2.02912 -0.17223 -1.51561 -0.33 0.59 0.65
F -1.18319 -0.24694 0.71686 -0.77 -0.33 -0.21
F -0.53353 1.42517 -0.61077 -0.21 0.09 -0.30
O 3.40268 4.36200 -1.09960 -0.25 1.24 -0.68
C 3.56897 3.37791 -0.46198 -0.12 -1.01 0.00
O 4.59904 3.26825 0.39242 0.60 -0.18 -0.09
C 4.65989 1.97569 0.99849 -0.30 0.03 1.09
C 3.47976 1.17967 0.47893 -1.12 -0.46 -0.80
C 2.70567 2.12803 -0.45048 0.78 0.43 0.74
H 4.55098 2.14722 2.07142 0.11 -0.09 0.01
H 5.62497 1.49165 0.85855 0.08 0.25 -0.39
H 2.79616 0.87004 1.25927 0.33 -0.14 0.20
H 3.71780 0.28378 -0.09347 0.40 0.00 0.16
H 1.77058 2.43793 0.00900 -0.23 -0.14 -0.26
H 2.54386 1.73953 -1.44849 -0.14 0.12 -0.10
O 0.51459 4.37615 3.34866 0.07 -0.25 1.50
C 0.30251 4.87254 2.29288 -0.02 0.14 -0.82
O 0.44925 4.11035 1.18752 0.16 0.10 -0.82
C 0.26627 4.86470 -0.02616 -0.25 0.89 -0.41
C -0.06591 6.30124 0.41647 -0.93 0.53 -0.27
C -0.15197 6.27429 1.94684 0.40 -0.55 -0.75
H -0.52638 4.42424 -0.62355 -0.23 -0.19 0.20
H 1.13197 4.88110 -0.68648 0.38 -0.46 0.51
H -1.04014 6.61983 0.03504 0.06 -0.24 -0.12
H 0.61779 7.04621 0.01295 0.35 -0.23 0.22
H -1.19062 6.36590 2.25411 0.07 0.16 0.35
H 0.49764 7.00691 2.41243 -0.13 0.02 0.31
O -0.76957 4.64018 -3.90562 0.70 1.28 0.48
C -1.34014 3.61549 -4.06725 -0.73 -0.28 -0.12
O -0.77232 2.58254 -4.68274 0.44 -0.95 0.06
C -1.69424 1.50250 -4.89046 -0.65 0.31 -0.68
C -3.08620 2.09116 -4.60556 0.12 -0.65 0.10
C -2.76785 3.28948 -3.71705 -0.64 -0.39 -0.50
H -1.55809 0.63173 -4.26539 0.81 0.09 0.47
H -1.54249 1.19697 -5.92136 -0.13 -0.10 -0.01
H -3.66253 1.35397 -4.04863 -0.21 0.01 -0.18
H -3.60408 2.30764 -5.53788 -0.06 0.35 0.10
H -2.84232 2.97031 -2.68504 0.18 0.13 0.38
H -3.44673 4.12304 -3.86963 0.21 0.21 0.07
O -5.28604 -4.36810 3.25682 -0.94 -1.02 0.63
C -4.70651 -3.56660 2.61273 0.82 0.42 -0.40
O -4.48403 -2.31741 3.08010 0.03 0.49 -0.10
C -3.68394 -1.56521 2.13952 0.01 -0.76 0.14
C -2.97994 -2.64589 1.32029 -0.34 1.09 -1.06
C -4.02003 -3.74927 1.26503 0.38 -0.14 1.00
H -2.97211 -0.97570 2.70507 -0.12 0.26 0.06
H -4.34983 -0.94868 1.53633 0.06 0.16 0.02
H -2.04537 -2.89639 1.81732 -0.08 -0.42 -0.01
H -2.74714 -2.24951 0.33265 0.23 -0.11 0.05
H -3.56690 -4.73622 1.23779 -0.27 -0.15 -0.15
H -4.77699 -3.65654 0.48779 0.18 0.13 -0.20
O -0.50971 -6.26512 -2.60883 0.10 -0.17 -0.30
C -0.26373 -6.04207 -1.46370 -0.08 -0.21 0.53
O -0.91697 -6.66778 -0.44768 -0.61 0.36 -0.42
C -0.60871 -6.07784 0.80373 1.71 0.28 0.97
C 0.23312 -4.79021 0.56173 -0.35 -0.97 -1.13
C 0.68176 -5.02355 -0.89682 -0.47 1.51 0.10
H 0.04661 -6.79064 1.30886 -0.27 -0.07 0.30
H -1.47189 -5.86606 1.42619 -0.38 -0.30 -0.31
H 1.07272 -4.70222 1.24121 -0.10 -0.04 0.22
H -0.38823 -3.89676 0.56093 0.05 0.03 0.31
H 1.73682 -5.22612 -1.05635 -0.02 -0.36 0.03
H 0.41460 -4.10905 -1.43273 0.43 -0.03 -0.18
C 0.89323 1.23249 4.48764 -1.51 -0.82 0.47
C 1.17508 0.40234 3.21395 -0.26 1.68 0.73
O 2.49136 -0.09374 3.42363 0.26 -0.59 -0.97
S 3.21163 0.29042 4.78631 -1.41 -0.53 0.47
O 4.30402 1.14628 4.55213 0.44 0.82 -0.46
O 3.42371 -0.88390 5.54055 0.20 -0.56 0.24
O 1.95787 1.03365 5.41665 0.78 0.54 -0.33
H 0.04187 0.81105 5.02612 -0.19 0.19 -0.21
H 0.67499 2.26723 4.24599 0.55 0.26 0.23
H 1.12033 1.11999 2.39333 0.51 -0.33 -0.32
H 0.40710 -0.34003 3.01935 0.48 -0.60 0.17
C 3.97565 -2.73343 -0.08096 -0.09 -0.29 -0.97
C 3.06231 -2.64200 1.14858 1.24 0.25 0.16
O 3.55686 -3.67708 2.02540 -0.61 -1.19 0.19
S 4.44133 -4.79850 1.27927 0.05 1.95 -0.46
O 3.67872 -5.81820 0.64954 -0.61 0.18 -0.09
O 5.51131 -5.16885 2.11667 0.29 -0.03 0.37
O 4.96410 -3.73439 0.19029 0.19 -0.66 0.20
H 4.51910 -1.81877 -0.30407 -0.03 0.02 0.18
H 3.43668 -3.03087 -0.98669 -0.07 0.05 0.16
H 2.01102 -2.72409 0.89678 -0.07 -0.20 0.17
H 3.28041 -1.72389 1.68783 -0.39 0.05 0.02
C -0.56692 -2.56593 -4.05685 0.92 -0.93 -0.09
C 0.94105 -2.60934 -3.68243 -1.35 -0.95 0.76
O 1.66150 -2.30845 -4.85690 0.28 0.99 -0.31
S 0.70512 -1.82751 -6.06180 0.20 -0.81 0.59
O 1.18997 -2.43735 -7.23171 0.14 -0.79 -0.72
O 0.48455 -0.43275 -6.11793 -0.14 0.65 0.79
O -0.57386 -2.59527 -5.50841 -0.12 0.65 0.07
H -1.07657 -1.72652 -3.60153 -0.26 0.16 -0.38
H -0.95487 -3.54069 -3.77395 -0.60 0.29 0.14
H 1.12270 -3.64104 -3.37981 0.57 -0.05 -0.46
H 1.11594 -2.01552 -2.79033 0.44 0.67 -0.49
C -2.86702 2.67838 0.71597 0.27 -0.52 1.52
C -2.33863 2.36850 2.12374 1.51 -0.50 -0.47
O -2.82715 3.37496 2.99286 -0.38 0.25 0.20
S -3.98570 4.21688 2.30331 0.15 -0.40 -0.20
O -3.47346 5.48261 1.93863 0.41 0.83 -0.08
O -5.17461 4.13325 3.05844 -0.34 -0.15 0.14
O -4.10852 3.33300 0.99304 -0.56 -0.14 -0.20
H -3.03678 1.70680 0.26988 -0.19 0.32 -0.76
H -2.17118 3.33468 0.20601 -0.18 -0.04 -0.41
H -1.24744 2.41583 2.10193 -0.05 0.15 0.12
H -2.58539 1.37026 2.48150 -0.53 0.13 0.07
```
Positions in Å, forces in eV/Å.

=====

Entry 2:
ORCA calculation (ωB97M-V with the def2-TZVPD basis set) on C28H46F6OP2Pd as an isolated structure in a non-equilibrium geometry.

The orbital gap (alpha / beta) is 7.241 / 5.001 eV. Its net charge is +2. For the highest occupied orbital energy (alpha / beta), the calculation gives -12.8 / -13.6 eV. Its spin multiplicity is 5.

Structure (XYZ):
```
84
Properties=species:S:1:pos:R:3:forces:R:3
Pd -1.14801 2.41907 -1.07376 -0.74 -1.11 -3.15
C 0.54768 -0.03577 1.87817 1.63 0.34 -0.63
C 1.60581 0.51313 1.08624 -0.81 -0.88 1.00
C -0.32033 1.76121 0.63367 0.59 -0.44 1.56
C -0.61092 0.70187 1.62998 0.15 1.49 -0.98
C 1.12232 1.63828 0.39699 -0.91 -0.11 0.47
C 0.74513 -1.07694 2.91931 0.06 -0.30 0.05
H 1.72348 -1.54366 2.78915 -0.20 -0.05 0.13
H -0.02192 -1.85497 2.85331 0.14 0.15 0.13
H 0.73015 -0.65328 3.93677 -0.10 -0.04 -0.32
C -1.76930 0.77100 2.51018 -0.48 -0.48 0.90
H -1.63742 0.02938 3.30967 -0.28 0.29 -0.14
H -2.70927 0.55042 1.99208 0.09 0.22 0.08
H -1.83941 1.77622 2.97191 -0.06 -0.49 -0.19
C -1.03872 3.09532 0.89592 0.30 0.27 2.00
H -0.47710 3.58673 1.72031 -0.56 0.25 -0.59
H -2.08489 2.92833 1.18302 0.44 0.11 0.32
H -1.07972 3.86434 0.06207 0.36 0.39 0.30
C 1.92623 2.60164 -0.35842 0.18 0.28 -0.50
H 2.42319 3.32494 0.31173 -0.10 -0.22 -0.19
H 1.25418 3.15207 -1.03220 0.47 0.09 0.06
H 2.69932 2.08621 -0.94655 -0.12 0.27 0.16
C 3.00480 0.01941 1.10640 0.49 -0.11 -0.06
H 3.64275 0.60972 1.79311 -0.27 -0.15 -0.37
H 3.44117 0.06442 0.09617 0.01 0.02 0.40
H 3.04962 -1.02200 1.45833 0.06 0.40 -0.22
C -0.73909 -1.93029 -1.38665 -0.67 0.19 0.86
C 0.30707 -2.35986 -0.68742 0.16 -0.53 -0.07
C 1.72094 -2.63005 -1.11930 0.01 -0.26 -0.19
C 2.13102 -2.07954 -2.49577 0.25 -0.49 -0.17
C 2.03723 -0.59731 -2.57646 -0.35 0.32 0.36
C 0.96008 0.06448 -3.00237 0.45 0.51 0.51
C -0.35514 -0.47438 -3.45824 -0.54 0.15 -0.68
C -0.92522 -1.77136 -2.86593 -0.04 0.21 0.06
H 1.85199 -3.71975 -1.11593 0.14 0.08 -0.04
H 1.49410 -2.52922 -3.26576 0.32 -0.03 0.10
H 2.41732 -2.25579 -0.35306 -0.24 -0.05 -0.15
H -0.53304 -2.65931 -3.38363 -0.18 0.28 0.09
H -1.64398 -1.71471 -0.78979 0.48 -0.46 -0.45
H 0.09642 -2.75918 0.30854 0.08 0.75 0.12
H -2.02016 -1.74099 -3.01425 0.48 -0.19 -0.20
H -1.08938 0.33970 -3.30908 0.10 -0.28 0.01
H 0.96482 1.15770 -2.93353 0.24 -0.21 -0.13
H -0.35521 -0.60051 -4.57202 0.16 0.25 0.57
H 3.17553 -2.37363 -2.69574 -0.43 -0.05 0.00
H 2.88353 -0.05186 -2.13824 -0.32 0.00 -0.40
P -0.92016 -0.87728 -6.65968 -0.48 -1.98 -2.39
P -0.82626 1.92920 -7.74332 0.24 -1.05 -3.38
C -1.08147 -0.78204 -8.53310 0.25 0.66 0.04
C -1.53550 0.61516 -8.92952 -0.35 0.12 0.73
H -1.80483 -1.54147 -8.86950 0.30 0.11 0.26
H -0.09934 -1.02542 -8.97365 -0.34 0.14 0.24
H -1.24393 0.86025 -9.96475 -0.12 0.10 0.46
H -2.63200 0.71521 -8.84654 0.35 -0.12 -0.13
C -1.59849 3.32602 -8.65830 -0.36 0.63 0.99
H -1.21197 4.26088 -8.24410 -0.18 0.05 -0.18
H -2.68039 3.28691 -8.49196 0.16 0.16 -0.06
H -1.40000 3.29534 -9.73737 0.15 -0.25 0.35
C 0.85530 2.02027 -8.54329 0.25 0.08 0.98
H 0.78274 2.02121 -9.64221 -0.20 0.01 0.45
H 1.48389 1.18077 -8.21355 -0.10 0.28 -0.13
H 1.32301 2.95657 -8.20704 0.06 -0.31 -0.18
C -2.51241 -1.72743 -6.30861 -0.14 0.65 0.80
H -2.54904 -2.00636 -5.24694 -0.14 -0.01 -0.32
H -2.60040 -2.62269 -6.93856 0.18 0.28 0.16
H -3.33794 -1.03758 -6.52495 0.10 -0.24 0.09
C 0.23079 -2.32049 -6.64719 0.61 0.47 0.81
H 1.17440 -2.00867 -7.11922 -0.24 -0.19 0.19
H -0.19695 -3.16453 -7.20762 -0.04 0.38 0.15
H 0.44123 -2.62573 -5.61126 -0.01 -0.06 -0.38
C -3.22063 -2.73695 3.36953 0.13 0.23 -0.03
C -2.88153 -2.69064 1.86331 -2.90 -2.18 1.35
O -1.88700 -1.92684 1.52564 1.42 1.07 -0.86
C -2.54675 -4.20898 1.44091 0.19 -1.31 -0.59
F -3.47939 -5.11405 1.86612 1.10 1.57 -0.48
F -2.39364 -4.37161 0.10181 -0.23 0.38 1.29
F -1.35512 -4.54885 2.02883 -1.22 0.54 -0.53
C -4.20263 -2.15009 1.11792 -1.27 0.00 -0.72
F -5.31411 -2.90440 1.38187 1.81 0.84 -0.23
F -4.46883 -0.88244 1.56062 0.39 -1.21 -0.32
F -4.06753 -2.07233 -0.23218 0.10 -0.17 1.28
H -2.34151 -3.10528 3.90566 -0.18 -0.02 -0.03
H -4.08227 -3.38478 3.57392 0.30 0.23 -0.04
H -3.42885 -1.71649 3.70951 -0.04 -0.26 -0.02
```
Positions in Å, forces in eV/Å.

=====

Quick rundown of relative energy (zero: lowest compared OMol25 entry of this formula, charge and spin), same order as above: 0.0, 0.0 kcal/mol